# H14O7

A cluster of 7 separate species, H14O7 in total in a non-equilibrium geometry (the ωB97M-V functional and the def2-TZVPD basis, the Open Molecules 2025 dataset).

## Properties
* lowest unoccupied orbital energy: 0.01 eV
* SMILES string: O.O.O.O.O.O.O
* orbital gap: 10.92 eV
* HOMO: -10.9 eV

CARTESIAN COORDINATES (ANGSTROEM)
O1 -0.03 3.82 1.53
H1 -0.70 3.16 1.43
H2 0.68 3.44 2.08
O2 1.07 -1.88 2.11
H3 1.82 -2.46 2.31
H4 1.46 -1.00 2.24
O3 -1.00 -0.68 -1.65
H5 -0.32 -0.35 -2.18
H6 -0.84 -1.58 -1.47
O4 -2.74 1.35 -2.63
H7 -2.12 0.80 -2.20
H8 -2.64 2.19 -2.21
O5 1.91 0.28 -0.47
H9 2.54 0.87 -0.19
H10 1.10 0.41 0.00
O6 0.44 -2.73 -0.65
H11 0.53 -2.55 0.32
H12 0.51 -3.62 -0.81
O7 -0.41 0.55 0.86
H13 -0.71 0.12 0.05
H14 -0.55 -0.14 1.53

***

# H14O7

A cluster of 7 separate species, H14O7 in total in a non-equilibrium geometry (the ωB97M-V functional and the def2-TZVPD basis, the Open Molecules 2025 dataset).

## Properties
* lowest unoccupied orbital energy: -0.16 eV
* SMILES string: O.O.O.O.O.O.O
* orbital gap: 10.24 eV
* HOMO: -10.4 eV

CARTESIAN COORDINATES (ANGSTROEM)
O1 25.26 45.05 6.86
H1 25.20 44.60 7.81
H2 26.20 45.22 6.63
O2 29.57 42.52 7.34
H3 30.11 43.01 6.81
H4 28.90 42.16 6.63
O3 28.71 46.67 7.72
H5 27.97 47.20 7.86
H6 29.41 47.24 7.36
O4 25.74 46.28 3.86
H7 26.17 46.24 4.73
H8 25.26 45.52 3.53
O5 28.37 44.16 9.37
H9 28.41 45.07 9.11
H10 28.70 43.47 8.69
O6 27.80 45.27 5.56
H11 28.24 44.61 5.16
H12 28.35 45.50 6.50
O7 30.07 43.80 4.59
H13 30.93 43.85 4.41
H14 30.12 43.05 4.24

***

# H14O7

A cluster of 7 separate species, H14O7 in total in a non-equilibrium geometry (the ωB97M-V functional and the def2-TZVPD basis, the Open Molecules 2025 dataset).

## Properties
* lowest unoccupied orbital energy: 0.26 eV
* SMILES string: O.O.O.O.O.O.O
* orbital gap: 10.76 eV
* HOMO: -10.5 eV

CARTESIAN COORDINATES (ANGSTROEM)
H1 0.30 -0.04 1.38
H2 -0.38 -0.03 0.07
H3 4.37 2.08 -0.59
H4 3.33 3.18 -0.63
H5 -1.06 2.10 -1.24
H6 -0.97 2.61 0.13
H7 -3.89 -1.69 -0.74
H8 -4.47 -2.29 0.53
H9 2.00 -1.64 -1.88
H10 1.95 -2.40 -0.48
H11 2.48 -2.42 1.50
H12 3.36 -1.42 1.09
H13 -3.99 0.60 0.30
H14 -2.80 1.51 0.43
O1 0.50 -0.23 0.50
O2 3.53 2.26 -0.17
O3 -0.81 1.81 -0.35
O4 -4.65 -1.69 -0.20
O5 2.37 -2.38 -1.34
O6 2.52 -1.48 1.42
O7 -3.69 1.54 0.26

***

Copy entry 1 word for word.
# H14O7

A cluster of 7 separate species, H14O7 in total in a non-equilibrium geometry (the ωB97M-V functional and the def2-TZVPD basis, the Open Molecules 2025 dataset).

## Properties
* lowest unoccupied orbital energy: 0.01 eV
* SMILES string: O.O.O.O.O.O.O
* orbital gap: 10.92 eV
* HOMO: -10.9 eV

CARTESIAN COORDINATES (ANGSTROEM)
O1 -0.03 3.82 1.53
H1 -0.70 3.16 1.43
H2 0.68 3.44 2.08
O2 1.07 -1.88 2.11
H3 1.82 -2.46 2.31
H4 1.46 -1.00 2.24
O3 -1.00 -0.68 -1.65
H5 -0.32 -0.35 -2.18
H6 -0.84 -1.58 -1.47
O4 -2.74 1.35 -2.63
H7 -2.12 0.80 -2.20
H8 -2.64 2.19 -2.21
O5 1.91 0.28 -0.47
H9 2.54 0.87 -0.19
H10 1.10 0.41 0.00
O6 0.44 -2.73 -0.65
H11 0.53 -2.55 0.32
H12 0.51 -3.62 -0.81
O7 -0.41 0.55 0.86
H13 -0.71 0.12 0.05
H14 -0.55 -0.14 1.53

***

What is the orbital gap in the second record? 10.24 eV

***

Look up the HOMO of the third one. -10.5 eV

***

What is the HOMO in the second record? -10.4 eV